Here is C30H28ClIN3O4S3Sn as an isolated structure from OMol25. Energies are from ωB97M-V/def2-TZVPD.

Geometry as XYZ:
```
71
Properties=species:S:1:pos:R:3
I -0.792 -0.180 -4.965
Sn -0.718 -0.396 0.226
Cl -5.085 -3.831 -4.329
S -4.144 1.759 3.227
S -0.370 1.246 3.287
S -1.860 2.224 0.275
O 0.405 -3.277 -0.530
O 0.965 1.213 -0.094
O -1.108 -0.293 -1.768
O 2.155 -1.054 -0.419
N -2.785 -1.730 -0.229
N 3.287 1.037 -0.394
N 3.312 -0.304 -0.256
C 4.339 -1.072 -0.043
C -1.643 1.431 4.558
C 3.726 -4.782 0.076
C 2.566 -2.355 -0.269
C -4.659 -3.480 -1.271
C 3.407 3.853 -0.396
C -0.219 -3.992 -1.639
C 2.115 1.675 -0.313
C -3.647 2.004 0.459
C -0.221 2.864 2.501
C -4.108 1.037 1.559
C 2.209 3.156 -0.504
C -3.077 -2.058 -4.333
C -3.529 -2.464 0.567
C -3.861 -2.716 -2.157
C 1.027 3.836 -0.772
C -2.998 0.787 4.233
C 4.534 -3.668 0.137
C 2.338 -4.679 -0.156
C -3.924 -2.792 -3.568
C -1.401 3.316 1.655
C -4.492 -3.365 0.079
C -2.917 -1.848 -1.582
C -2.006 -1.069 -2.370
C 3.416 5.234 -0.546
C 2.233 5.914 -0.818
C 3.914 -2.430 -0.040
C 1.038 5.213 -0.938
C 1.730 -3.460 -0.342
C -2.114 -1.204 -3.742
H -1.175 4.280 1.199
H -3.494 0.141 1.574
H 1.731 -5.579 -0.189
H -2.863 -0.188 3.766
H -3.376 -2.345 1.638
H -0.240 -3.350 -2.518
H 0.116 5.739 -1.167
H -1.235 -4.236 -1.336
H -2.280 3.413 2.273
H -0.049 3.605 3.280
H 4.159 -5.766 0.222
H -4.090 2.991 0.580
H -5.127 0.732 1.344
H 5.602 -3.751 0.320
H -1.748 2.490 4.806
H 0.105 3.273 -0.868
H -5.085 -3.950 0.772
H -3.962 1.624 -0.514
H 2.242 6.992 -0.937
H 0.690 2.793 1.907
H 4.325 3.313 -0.192
H -1.225 0.935 5.433
H 5.315 -0.617 0.076
H 0.317 -4.908 -1.871
H -5.398 -4.159 -1.679
H 4.349 5.780 -0.456
H -3.535 0.624 5.166
H -3.136 -2.135 -5.413
```

- ΔE to the lowest compared entry with this formula, charge and spin (eV) = 0.530
- spin multiplicity = 1
- charge = +1
- highest occupied orbital energy (eV) = -10.335

Results of the Mulliken charge analysis, in e, for atoms 1 through 4: I 0.073; Sn 0.533; Cl -0.246; S -0.176

Here is C30H28ClN3O4PbS as an isolated structure from OMol25. Energies are from ωB97M-V/def2-TZVPD.

Geometry as XYZ:
```
68
Properties=species:S:1:pos:R:3
Pb 0.651 0.066 -0.822
Cl -4.042 5.699 1.984
S -0.690 0.089 -3.424
O 2.196 -3.409 -2.960
O 0.657 -2.186 -1.890
O 0.431 2.142 0.732
O 0.339 3.357 -1.901
N 0.412 -0.640 1.628
N 2.542 -1.931 0.586
N -1.781 -0.104 0.040
C -1.869 0.019 1.480
C -3.223 0.387 3.476
C -0.986 -0.476 3.662
C -0.670 -0.958 -5.916
C 4.045 -0.789 2.172
C -0.997 3.116 2.329
C -2.713 0.786 -0.668
C 2.778 -1.081 1.684
C 4.252 0.162 3.156
C 1.699 -3.094 0.828
C -2.108 4.726 0.317
C 1.867 0.489 3.260
C 1.633 -0.428 2.233
C -3.064 0.391 2.111
C -0.185 -1.704 -6.959
C -2.083 -1.521 -0.341
C -0.756 -0.381 2.236
C -2.045 3.948 2.588
C 1.243 -2.873 -5.432
C -0.160 -1.091 -4.603
C -2.177 -0.097 4.231
C -0.453 2.989 0.994
C 3.165 0.827 3.669
C -1.009 3.906 0.007
C 0.760 -2.124 -4.344
C -0.543 3.998 -1.363
C 1.244 -2.587 -2.975
C 3.704 -2.303 -0.207
C -2.649 4.720 1.585
C 0.779 -2.675 -6.700
H -3.748 0.455 -0.526
H -1.394 -0.143 -6.034
H -3.124 -1.697 -0.096
H -0.577 -1.561 -7.959
H -1.006 4.813 -1.980
H -2.460 4.024 3.587
H -2.511 1.815 -0.341
H 2.243 -3.864 1.397
H 1.359 -3.547 -0.107
H -4.125 0.798 3.924
H 3.313 -2.673 -1.151
H -2.515 0.719 -1.725
H 0.834 -2.751 1.407
H 1.021 1.031 3.679
H 5.247 0.310 3.532
H 4.296 -3.093 0.295
H -2.500 5.434 -0.435
H 1.182 -3.252 -7.504
H -1.421 -2.182 0.178
H -0.542 2.502 3.097
H -1.915 -1.621 -1.407
H -2.295 -0.156 5.340
H -3.866 0.839 1.547
H 3.256 1.590 4.417
H 2.014 -3.590 -5.226
H 4.323 -1.429 -0.418
H 4.892 -1.287 1.750
H -0.174 -0.852 4.281
```

- ΔE to the lowest compared entry with this formula, charge and spin (eV) = 0.000
- spin multiplicity = 1
- charge = -2
- highest occupied orbital energy (eV) = -1.472

Results of the Mulliken charge analysis, in e, for atoms 1 through 4: Pb 1.196; Cl -0.315; S -0.413; O -0.811

Here is C30H28Co2N3O6 as an isolated structure from OMol25. Energies are from ωB97M-V/def2-TZVPD.

Geometry as XYZ:
```
69
Properties=species:S:1:pos:R:3
Co -0.227 5.492 0.068
Co 1.245 3.481 -0.375
O 2.825 5.066 -2.223
O -2.912 4.685 -0.545
O -0.826 2.969 -2.367
O -0.473 7.752 1.926
O 3.685 1.916 -0.087
O 0.428 7.045 -2.292
N -0.981 -1.913 -0.720
N -0.676 -3.112 -1.192
N 0.651 -3.192 -1.156
C 0.378 2.715 1.022
C -2.839 -2.151 0.821
C 1.265 -5.398 -0.141
C 0.203 6.419 -1.349
C -4.350 2.580 2.962
C -4.106 1.461 2.175
C 1.220 -4.583 -1.420
C 0.574 4.052 1.213
C 1.204 -2.054 -0.642
C -1.837 5.033 -0.316
C 3.290 -1.637 0.643
C 0.114 -1.230 -0.246
C 4.674 -1.717 0.786
C 2.700 2.516 -0.177
C 0.309 -5.235 -2.433
C -0.014 0.171 0.199
C 2.662 -1.987 -0.568
C -0.379 6.857 1.191
C -1.732 2.008 1.949
C -1.992 3.168 2.744
C 4.878 -2.462 -1.516
C -0.033 3.214 -1.557
C -0.366 1.553 1.446
C 3.493 -2.404 -1.648
C 2.179 4.465 -1.477
C -2.828 1.194 1.683
C -3.282 3.431 3.252
C -3.118 -2.359 -1.680
C -2.408 -1.640 -0.552
C 5.481 -2.127 -0.290
H -5.345 2.794 3.353
H 1.933 -4.951 0.603
H 2.225 -4.440 -1.825
H -0.648 0.744 -0.563
H -2.646 0.302 1.088
H -1.211 3.903 3.002
H -2.530 -0.560 -0.639
H -2.928 -3.439 -1.630
H -2.169 -1.783 1.617
H 1.019 0.598 0.277
H 0.250 -5.493 0.270
H -4.915 0.784 1.919
H 1.068 4.527 2.080
H 0.332 -4.719 -3.398
H 6.574 -2.167 -0.178
H 5.512 -2.755 -2.365
H 5.140 -1.442 1.740
H -2.814 -3.259 0.825
H 2.651 -1.331 1.469
H -2.766 -1.989 -2.647
H 0.132 0.924 2.232
H 0.630 -6.269 -2.613
H 1.630 -6.411 -0.360
H -0.718 -5.254 -2.049
H -4.199 -2.180 -1.623
H 3.042 -2.674 -2.606
H -3.869 -1.824 1.044
H -3.458 4.324 3.861
```

- spin multiplicity = 1
- charge = -1
- highest occupied orbital energy (eV) = -1.418

Results of the Mulliken charge analysis, in e, for atoms 1 through 4: Co -0.118; Co 0.243; O -0.456; O -0.415

Here is C30H28F3N6O3SSe2Ti as an isolated structure from OMol25. Energies are from ωB97M-V/def2-TZVPD.

Geometry as XYZ:
```
74
Properties=species:S:1:pos:R:3
Se 3.147 0.006 0.722
Se 4.036 -2.051 1.290
Ti 0.068 0.338 -0.110
S 2.095 2.703 -1.563
F 3.673 4.790 -1.446
F 3.502 3.685 0.412
F 1.876 4.957 -0.245
O 1.288 3.279 -2.604
O 1.278 2.118 -0.465
O 3.202 1.871 -1.945
N -0.982 2.163 1.179
N 0.635 -0.179 -2.283
N -1.309 -1.455 0.221
N -1.802 0.768 -1.452
N 1.688 -2.853 -0.089
N 0.689 0.046 2.075
C -0.117 0.075 3.145
C -2.785 1.757 -0.965
C 2.835 4.124 -0.666
C 2.001 0.173 2.274
C 1.341 -0.315 -4.957
C 2.554 0.397 3.527
C -1.911 3.826 3.202
C 3.399 -4.522 0.054
C -0.559 3.764 2.909
C -0.099 0.442 -3.215
C 0.953 -3.722 -0.792
C -2.461 -0.531 -1.697
C 1.362 -5.007 -1.090
C -3.485 -2.321 -0.247
C 0.216 0.387 -4.562
C 0.349 0.245 4.432
C -2.429 -1.462 -0.512
C -2.188 -3.255 1.526
C -2.790 3.076 2.441
C -3.216 1.543 0.486
C 2.885 -3.252 0.305
C -2.293 2.270 1.426
C 1.712 0.429 4.625
C -3.362 -3.233 0.788
C 2.112 -0.945 -3.994
C 2.614 -5.416 -0.647
C -0.143 2.920 1.897
C -1.193 -2.347 1.213
C 1.727 -0.849 -2.673
C -1.246 1.279 -2.722
H 2.979 -6.412 -0.862
H -1.177 -0.029 2.944
H 2.112 0.594 5.616
H -0.862 2.287 -2.546
H -3.492 -0.388 -2.037
H 3.621 0.534 3.630
H 1.617 -0.361 -6.002
H 0.722 -5.666 -1.659
H -4.383 -2.273 -0.848
H -3.657 1.744 -1.629
H -4.228 1.926 0.620
H -2.324 2.741 -1.051
H -2.025 1.344 -3.491
H 0.166 4.357 3.448
H -1.927 -1.035 -2.507
H -0.256 -2.331 1.753
H -4.169 -3.917 1.015
H 0.904 2.841 1.639
H -0.011 -3.359 -1.132
H -2.041 -3.958 2.333
H 2.304 -1.307 -1.883
H -2.279 4.467 3.993
H -0.402 0.905 -5.282
H -3.258 0.480 0.733
H -0.344 0.251 5.261
H -3.858 3.130 2.609
H 3.008 -1.489 -4.257
H 4.393 -4.789 0.385
```

- ΔE to the lowest compared entry with this formula, charge and spin (eV) = 0.140
- spin multiplicity = 3
- charge = +1
- highest occupied orbital energy (alpha / beta) (eV) = -9.229 / -11.090

Results of the Mulliken charge analysis, in e, for atoms 1 through 4: Se 0.253; Se -0.046; Ti 0.658; S 1.278

Here is a 2-piece molecular cluster, C30H28F5N4O overall from OMol25. Energies are from ωB97M-V/def2-TZVPD.

Geometry as XYZ:
```
68
Properties=species:S:1:pos:R:3
F 5.107 1.848 3.421
F 5.767 -2.077 0.819
F 6.785 -0.051 2.368
F 3.079 -2.216 0.355
F 2.410 1.665 3.013
O 2.276 -2.701 3.454
N -3.673 3.580 2.599
N 0.081 -3.244 2.979
N -0.834 -1.182 2.775
N -2.823 5.387 1.598
C -2.103 6.233 0.658
C 2.692 -0.272 1.663
C -3.036 -0.209 2.484
C -1.745 -3.037 1.360
C -2.971 4.035 1.546
C -1.216 -2.612 2.737
C -2.199 -3.010 3.847
C -3.991 4.696 3.381
C 1.138 -2.390 3.112
C 4.609 0.850 2.664
C 0.614 -0.978 2.816
C -4.861 6.165 5.088
C 3.576 -1.194 1.100
C -3.612 7.135 3.229
C -4.707 4.864 4.571
C 5.464 -0.112 2.124
C 1.210 -0.419 1.527
C -4.328 7.288 4.429
C -1.659 -0.121 2.669
C 3.241 0.755 2.430
C -7.570 1.599 1.860
C -3.936 0.853 2.487
C -3.467 5.843 2.752
C -5.340 0.648 2.271
C 4.946 -1.140 1.333
C -7.295 -0.809 1.917
C -8.122 0.311 1.751
C -5.937 -0.655 2.184
C -6.213 1.756 2.118
C 0.246 -4.674 3.112
H -1.028 6.009 0.670
H -0.957 -2.908 0.604
H -3.111 -2.413 3.806
H -2.553 3.450 0.731
H -3.181 7.970 2.674
H -5.327 -1.549 2.335
H 0.884 -0.311 3.653
H -8.200 2.481 1.740
H -3.569 1.854 2.687
H -2.484 6.084 -0.361
H 0.984 -1.105 0.698
H -9.184 0.180 1.542
H -2.255 7.274 0.955
H 1.311 -4.900 3.215
H -2.039 -4.094 1.396
H 0.748 0.556 1.329
H -7.714 -1.815 1.839
H -2.465 -4.068 3.731
H -0.150 -5.189 2.227
H -5.768 2.746 2.203
H -1.170 0.858 2.733
H -2.613 -2.441 1.068
H -5.118 3.979 5.057
H -4.469 8.283 4.852
H -5.405 6.319 6.022
H -0.288 -5.047 3.995
H -3.435 -1.205 2.305
H -1.721 -2.863 4.825
```

- ΔE to the lowest compared entry with this formula, charge and spin (eV) = 0.000
- spin multiplicity = 1
- charge = +1
- highest occupied orbital energy (eV) = -11.046

Results of the Mulliken charge analysis, in e, for atoms 1 through 4: F -0.280; F -0.279; F -0.275; F -0.362

Here is C30H28F6N5O3RuS4 as an isolated structure from OMol25. Energies are from ωB97M-V/def2-TZVPD.

Geometry as XYZ:
```
77
Properties=species:S:1:pos:R:3
Ru -0.276 -0.421 -0.339
S -1.352 -2.435 -0.095
S 0.978 -1.352 1.759
S -2.408 0.582 -0.008
S -0.546 -0.792 -2.579
F -4.466 2.576 0.533
F -1.265 6.156 0.099
F -4.394 4.733 2.092
F -2.160 5.331 3.546
F -0.049 1.496 1.888
F -0.004 3.668 3.393
O 4.347 0.044 -1.261
O 0.404 1.648 -0.878
O 2.181 -0.521 -1.116
N 1.458 9.409 2.711
N 3.733 3.858 -0.070
N 1.660 -3.933 1.712
N 0.924 7.620 1.154
N 2.402 -2.613 -0.069
C -2.204 4.217 2.781
C 2.873 -3.667 -0.739
C 4.951 4.577 0.291
C 1.913 9.827 1.344
C -1.119 3.371 2.704
C 2.791 1.727 -0.734
C -0.044 5.575 0.126
C 2.489 4.448 0.031
C -1.162 2.245 1.899
C 3.823 2.556 -0.447
C -2.253 -2.566 -1.554
C -2.267 1.909 1.116
C -2.701 -1.937 -3.932
C -0.313 7.965 1.846
C 2.312 5.754 0.509
C 0.095 4.279 -0.287
C 2.735 -4.916 -0.204
C 1.404 8.743 0.362
C 1.702 -2.727 1.098
C 1.052 6.314 0.579
C 1.458 2.256 -0.672
C -3.396 -3.546 -1.587
C 3.152 0.281 -1.080
C 2.147 -4.967 1.069
C -1.923 -1.822 -2.647
C 5.222 4.560 1.788
C 1.361 3.697 -0.315
C -0.029 9.215 2.710
C -3.350 2.792 1.241
C -3.333 3.914 2.042
H 2.218 8.415 -0.279
H 3.362 -3.450 -1.678
H 2.534 -1.644 -0.456
H -0.607 7.130 2.474
H 2.079 -5.919 1.589
H -4.344 -3.021 -1.734
H -2.289 -1.280 -4.697
H 1.486 10.807 1.145
H 3.151 6.328 0.881
H 1.850 8.465 2.839
H -3.291 -4.267 -2.401
H 5.325 3.535 2.143
H 6.147 5.092 2.012
H 4.881 5.594 -0.098
H -3.462 -4.091 -0.646
H 5.768 4.097 -0.245
H 2.998 9.905 1.372
H -0.459 10.120 2.286
H 3.090 -5.797 -0.713
H -3.748 -1.662 -3.780
H 1.786 10.030 3.446
H 4.410 5.022 2.351
H 0.614 9.153 -0.279
H 4.823 2.140 -0.506
H -2.692 -2.961 -4.320
H -0.758 3.689 -0.604
H -1.138 8.187 1.167
H -0.365 9.107 3.738
```

- ΔE to the lowest compared entry with this formula, charge and spin (eV) = 1.175
- spin multiplicity = 2
- highest occupied orbital energy (alpha / beta) (eV) = -5.347 / -5.333

Results of the Mulliken charge analysis, in e, for atoms 1 through 4: Ru 0.453; S -0.183; S -0.464; S -0.508

Let's list max |F| in order: 1.1 1.7 5.3 0.5 2.3 2.1 eV/Å.